{
  "formula": "C7H15N5",
  "method": "the ωB97M-V functional and the def2-TZVPD basis",
  "species": ["N", "H", "H", "H", "H", "H", "H", "C", "H", "H", "C", "C", "H", "C", "C", "H", "N", "N", "H", "H", "H", "N", "H", "C", "C", "N", "H"],
  "coordinates": [[-2.02957, 1.45644, -2.38951], [2.42919, 2.41027, 0.22059], [-2.01246, -2.28266, 0.08117], [2.32186, -1.00782, 1.19577], [0.70508, 2.53372, -0.17980], [2.64028, -0.53960, -0.46536], [1.69200, 1.82713, -1.44608], [1.16600, 0.73259, 0.51904], [-1.42850, -1.65166, 2.50618], [3.29951, 0.41567, 1.04282], [-1.35409, -0.79532, 1.74663], [-0.39947, -1.18586, 0.62194], [-0.66295, -3.12195, -0.48239], [2.43190, -0.14767, 0.60767], [1.60746, 2.00754, -0.41769], [0.90253, 1.22668, 1.52130], [-1.80488, 1.20333, -0.28025], [-2.57264, 1.62788, -1.19632], [0.32175, -1.81714, 1.07826], [-1.24123, -1.75173, -1.33821], [-0.82726, 0.11474, 2.26130], [0.27622, -0.12958, -0.16450], [-2.39430, -0.56132, 1.35089], [-0.95221, 0.71318, -2.18483], [-1.08706, -2.15551, -0.34004], [-0.72715, 0.59368, -0.86357], [-0.29999, 0.28497, -3.00504]],
  "forces_ev_per_a": [[0.60, -1.76, -1.17], [-0.33, 0.07, -1.37], [-2.58, -0.73, 0.62], [-0.32, -1.27, 1.02], [-0.22, 1.51, -0.67], [-0.03, 0.92, 1.79], [0.68, -0.35, -1.23], [3.68, 1.32, -0.59], [0.15, 1.21, -1.11], [-0.67, -0.44, -0.63], [0.21, 1.15, 1.18], [-0.46, -1.30, -0.69], [0.80, -0.63, 0.18], [1.13, 1.05, -1.38], [-1.48, -1.45, 4.71], [-0.17, -1.06, -1.25], [0.53, -0.72, 1.46], [0.27, 1.15, 0.74], [1.37, 0.12, 0.41], [0.00, 0.16, -0.01], [-1.59, -1.52, -0.55], [-2.90, 0.33, -0.43], [1.45, 0.02, 0.77], [1.41, 0.04, -1.50], [0.76, 1.02, -1.03], [-1.41, 0.41, -0.66], [-0.85, 0.73, 1.39]],
  "lowdin_charge": [0.0090, 0.0904, 0.0389, 0.0323, 0.0481, 0.1221, 0.0497, -0.3970, 0.1024, 0.0885, -0.0815, -0.3964, 0.0734, -0.0752, -0.0192, 0.1520, 0.0563, -0.0463, 0.1117, 0.0723, 0.0942, -0.0562, 0.0811, -0.1596, -0.0292, -0.1091, 0.1473],
  "relative_energy_ev": 2.351,
  "max_force_ev_per_a": 5.14,
  "homo_ev": -9.87,
  "multiplicity": 1,
  "e_tot_ha": -549.360989,
  "orbital_gap_ev": 10.6674,
  "smiles": "CC(C)N(C(C)C)n1cnnn1"
}

=====

{
  "formula": "C7H15N5O2",
  "method": "the ωB97M-V functional and the def2-TZVPD basis",
  "species": ["H", "H", "N", "H", "H", "H", "N", "H", "N", "H", "N", "H", "H", "C", "O", "H", "H", "C", "O", "C", "H", "N", "C", "H", "C", "H", "C", "H", "C"],
  "coordinates": [[0.22988, -2.77986, 1.22761], [2.88955, 0.80895, -0.97638], [1.85383, 2.80684, 0.31566], [-0.95105, -0.87251, 2.05577], [1.44070, 3.27819, 1.08223], [2.77863, 3.24292, 0.11352], [0.75901, -1.22379, 0.18126], [2.58050, -2.61426, -0.91141], [0.39204, 1.15535, 1.00288], [-2.63902, 0.73573, -2.32790], [2.24009, 0.50248, -0.26450], [-0.08291, 1.54917, 1.76344], [-3.65979, -0.57606, 1.36182], [-0.47356, -0.54754, 0.03395], [0.79116, -2.58249, 0.45445], [-0.10763, 0.56799, -1.70870], [3.84718, -1.42646, -0.84673], [-0.85124, -0.09175, -1.28004], [-3.16284, -0.04111, -0.52081], [1.97276, -0.79869, -0.36675], [-1.91143, -1.97313, 0.91136], [2.84894, -1.68445, -0.74409], [1.48053, 1.47719, 0.37086], [-2.53607, 0.84884, 1.24727], [-1.46069, -0.97528, 1.05506], [-2.19993, 1.83032, -0.96197], [-2.23951, 0.62799, -1.29713], [-1.05203, -1.13510, -1.77839], [-2.77704, -0.10947, 0.80768]],
  "forces_ev_per_a": [[0.24, 0.34, -0.02], [0.29, 0.51, 0.14], [1.46, -1.43, -0.33], [-1.01, -0.20, -0.84], [-0.79, 0.93, 0.47], [-0.72, -1.23, -0.05], [2.21, 0.10, -1.04], [-0.37, -1.44, -0.09], [0.63, -3.45, -3.00], [0.39, -0.55, 0.60], [0.39, 1.26, -1.77], [-0.39, 1.48, 0.82], [1.40, 0.68, -0.60], [1.37, -0.05, 2.46], [-0.45, -0.45, -0.32], [0.30, -0.46, -0.69], [-0.93, -0.35, -0.02], [-2.06, -0.19, -0.80], [0.28, -0.47, 0.07], [-2.63, -1.74, 2.20], [1.00, -0.08, -0.16], [1.61, 1.99, -0.11], [-1.04, 2.42, 1.74], [-0.44, 0.73, -0.09], [-1.32, 0.35, -0.18], [0.42, -3.04, -0.49], [0.19, 3.49, -0.35], [0.71, 1.73, 0.24], [-0.71, -0.88, 2.18]],
  "lowdin_charge": [0.1470, 0.1910, 0.2125, 0.1617, 0.1137, 0.1615, -0.0312, 0.1369, 0.2261, 0.1472, 0.2166, 0.1123, 0.1742, -0.1772, 0.0882, 0.1320, 0.1905, -0.0611, -0.0868, -0.2608, 0.1576, 0.3050, -0.3697, 0.1149, -0.0610, 0.1971, -0.1857, 0.2191, -0.1715],
  "relative_energy_ev": 0.545,
  "max_force_ev_per_a": 4.61,
  "homo_ev": -16.95,
  "total_charge": 2,
  "multiplicity": 1,
  "e_tot_ha": -699.255819,
  "orbital_gap_ev": 8.1893,
  "smiles": "[H]/N=C(\\N)NC(=[NH2+])[N+](O)=C1CCOCC1"
}